C4H14O2S2 | ωB97M-V/def2-TZVPD

The calculation puts the total energy at -1107.57777 hartree. The SMILES is CCCSSC.O.O. Its orbital gap is 8.498 eV. The energy relative to the best compared isomer or geometry (same formula, charge and spin) comes out at 45.4 kcal per mole.

Last column: Löwdin charge in e.
CARTESIAN COORDINATES (ANGSTROEM)
C -1.389 -1.618 -1.815  -0.349
C -0.244 -0.635 -1.401  -0.103
C -2.113 -2.188 -0.667  -0.526
S -3.656 -1.277 -0.171  0.430
S -3.659 -0.880 1.759  0.402
C -2.360 0.360 1.884  -0.462
H -1.812 -1.246 -2.711  0.095
H -0.970 -2.388 -2.349  0.068
H -0.706 0.405 -1.298  0.086
H 0.053 -0.816 -0.298  0.077
H 0.763 -0.702 -1.804  0.056
H -2.427 -3.266 -0.826  0.088
H -1.388 -2.127 0.184  0.078
H -1.752 0.515 0.969  0.033
H -2.790 1.301 1.780  -0.004
H -1.961 0.111 2.871  0.032
H 5.639 1.827 0.435  0.137
H 4.784 0.817 -0.442  0.062
O 4.794 1.766 -0.202  -0.106
H 3.951 4.031 1.695  0.013
H 3.842 2.711 0.917  -0.068
O 3.403 3.298 1.491  -0.038